Computed, not measured: a molecular structure, C28H20CaF6N4O4P2S2Se2, with wB97M-V/def2-TZVPD.

```
! RIJCOSX wB97M-V def2-TZVPD def2/J DEFGRID3
* xyz 0 1
Ca -1.319 2.785 2.117
Se -3.358 -3.616 -0.986
P -1.605 -2.496 -0.928
C -1.084 -2.055 -2.613
C -1.441 -0.833 -3.168
C -1.222 -0.604 -4.515
C -0.655 -1.589 -5.306
C -0.343 -2.825 -4.763
C -0.575 -3.068 -3.423
C -0.217 -3.404 -0.158
C 1.058 -3.481 -0.705
C 1.990 -4.337 -0.146
C 1.664 -5.101 0.963
C 0.398 -5.008 1.520
C -0.544 -4.170 0.955
C -1.773 -0.958 0.005
C -0.964 0.114 0.423
N -1.777 0.928 1.140
N -2.976 0.386 1.168
N -2.992 -0.724 0.511
P 0.717 0.678 0.208
Se 1.180 2.519 1.237
C 0.926 0.921 -1.577
C 0.257 2.017 -2.120
C 0.377 2.283 -3.470
C 1.163 1.465 -4.270
C 1.802 0.360 -3.730
C 1.684 0.081 -2.380
C 1.850 -0.565 0.864
C 3.200 -0.455 0.542
C 4.105 -1.322 1.124
C 3.668 -2.259 2.048
C 2.331 -2.325 2.409
C 1.412 -1.474 1.820
H -1.902 -0.075 -2.547
H -1.511 0.338 -4.954
H -0.480 -1.403 -6.355
H 0.057 -3.607 -5.391
H -0.385 -4.045 -2.999
H 1.312 -2.892 -1.574
H 2.968 -4.429 -0.592
H 2.391 -5.780 1.383
H 0.136 -5.612 2.374
H -1.553 -4.119 1.348
H -0.346 2.653 -1.468
H -0.138 3.129 -3.901
H 1.284 1.696 -5.317
H 2.394 -0.284 -4.361
H 2.181 -0.771 -1.941
H 3.513 0.328 -0.134
H 5.151 -1.261 0.864
H 4.379 -2.929 2.507
H 2.006 -3.040 3.148
H 0.365 -1.500 2.103
F 0.908 3.814 4.236
C 0.006 4.132 5.182
F 0.212 5.398 5.518
F 0.263 3.369 6.241
S -1.698 3.784 4.483
O -1.551 2.401 4.104
O -2.660 4.132 5.455
N -1.586 4.717 3.218
S -2.842 4.655 2.279
O -2.394 4.261 0.964
O -3.902 3.902 2.843
C -3.313 6.452 2.138
F -4.327 6.679 1.311
F -2.247 7.120 1.697
F -3.635 6.921 3.339
*
```

ΔE to the lowest compared entry with this formula, charge and spin (kcal per mole): 63.0
Kohn-Sham gap (eV): 7.56
E_HOMO (eV): -7.6937

Computed, not measured: a molecular structure, C28H20Cl4MgN4O5S, with wB97M-V/def2-TZVPD.

```
! RIJCOSX wB97M-V def2-TZVPD def2/J DEFGRID3
* xyz -2 1
Mg -0.161 -1.213 -0.281
C 2.002 -4.976 1.093
C 1.528 -3.661 0.548
N 0.310 -3.258 0.581
N -0.613 -4.133 1.057
C -1.775 -3.583 1.349
N -2.730 -4.516 1.742
S -2.228 -1.944 1.377
C 2.514 -2.761 -0.092
C 3.888 -2.975 0.023
C 4.757 -2.105 -0.615
C 4.242 -1.053 -1.351
C 2.862 -0.907 -1.409
N 2.030 -1.740 -0.804
H 1.145 -5.581 1.371
H 2.607 -5.513 0.358
H 2.623 -4.823 1.981
H -2.564 -5.431 1.348
H -3.669 -4.169 1.644
H 4.265 -3.797 0.614
H 5.828 -2.249 -0.529
H 4.880 -0.346 -1.865
H 2.379 -0.096 -1.944
Cl -0.593 0.854 -6.896
C -0.773 -0.035 -5.411
C -1.432 -1.242 -5.385
Cl -2.103 -1.900 -6.852
C -1.563 -1.952 -4.180
Cl -2.382 -3.485 -4.142
C -1.043 -1.472 -2.973
O -1.127 -2.079 -1.847
C -0.355 -0.195 -3.006
O 0.133 0.233 -1.876
C -0.239 0.480 -4.213
Cl 0.610 2.002 -4.211
O -1.218 1.119 0.104
C -0.529 1.775 1.142
C 0.670 0.925 1.706
O 1.335 1.441 2.609
O 0.823 -0.229 1.218
C 0.024 3.123 0.685
C 0.169 3.422 -0.663
C 0.693 4.648 -1.062
C 1.075 5.589 -0.122
C 0.938 5.293 1.230
C 0.421 4.073 1.628
C -1.585 1.961 2.233
C -1.613 1.186 3.383
C -2.640 1.336 4.307
C -3.648 2.262 4.094
C -3.633 3.033 2.938
C -2.612 2.877 2.017
H -0.707 1.086 -0.742
H -0.101 2.705 -1.427
H 0.799 4.852 -2.121
H 1.481 6.544 -0.436
H 1.241 6.016 1.979
H 0.332 3.830 2.678
H -0.838 0.452 3.553
H -2.653 0.711 5.192
H -4.450 2.373 4.815
H -4.423 3.751 2.751
H -2.605 3.466 1.107
*
```

ΔE to the lowest compared entry with this formula, charge and spin (kcal per mole): 8.0
Kohn-Sham gap (eV): 6.07
E_HOMO (eV): -1.6568

Computed, not measured: a molecular structure, C28H20Co2O10, with wB97M-V/def2-TZVPD.

```
! RIJCOSX wB97M-V def2-TZVPD def2/J DEFGRID3
* xyz -2 1
C -0.858 -0.304 3.784
C 0.327 -0.771 2.972
C 1.611 -0.812 3.792
O 0.091 -2.088 2.447
C -0.598 -2.342 1.309
O -1.014 -3.456 1.086
C -0.759 -1.217 0.273
C -2.262 -1.047 -0.094
C -3.148 -0.765 1.078
C -3.433 0.562 1.411
C -4.351 0.829 2.420
C -4.987 -0.229 3.084
C -4.691 -1.558 2.748
C -3.758 -1.827 1.754
C -0.297 0.126 0.813
O -0.623 1.190 0.313
O 0.598 0.112 1.832
H -1.781 -0.332 3.196
H -0.970 -0.953 4.661
H -0.677 0.715 4.140
H 2.439 -1.162 3.170
H 1.836 0.190 4.179
H 1.486 -1.490 4.644
H -2.318 -0.230 -0.830
H -2.574 -1.990 -0.567
H -2.941 1.360 0.846
H -4.579 1.867 2.668
H -5.721 -0.017 3.859
H -5.195 -2.390 3.246
H -3.502 -2.851 1.463
O 5.402 0.512 0.779
C 4.446 0.609 0.140
Co 2.909 0.608 -0.685
C 2.744 -0.910 0.233
O 2.887 -1.898 0.838
C 2.036 1.910 0.216
O 1.818 2.893 0.788
C 0.883 0.338 -2.543
C 2.249 0.893 -2.765
C 2.427 2.319 -2.761
C 3.625 2.880 -3.179
C 4.690 2.066 -3.576
C 4.515 0.680 -3.655
C 3.317 0.086 -3.276
C 0.100 -0.462 -1.860
C -0.078 -1.584 -0.940
Co -0.861 0.560 -3.028
C -1.623 1.926 -2.138
O -2.171 2.865 -1.750
C -2.093 -0.621 -3.314
O -2.915 -1.391 -3.561
C -0.690 1.092 -4.659
O -0.609 1.452 -5.756
H 1.571 2.941 -2.487
H 3.737 3.966 -3.213
H 5.638 2.521 -3.875
H 5.331 0.065 -4.040
H 3.140 -0.986 -3.404
H -0.668 -2.378 -1.458
H 0.892 -2.073 -0.766
*
```

ΔE to the lowest compared entry with this formula, charge and spin (kcal per mole): 0.0
Kohn-Sham gap (eV): 4.36
E_HOMO (eV): 0.0085

Computed, not measured: a molecular structure, C28H20F5N3O4S2Ti, with wB97M-V/def2-TZVPD.

```
! RIJCOSX wB97M-V def2-TZVPD def2/J DEFGRID3
* xyz 2 1
Ti 10.461 11.705 8.530
C 10.946 12.962 12.773
C 10.921 13.067 11.361
N 10.442 12.096 10.570
C 9.820 10.993 11.207
C 9.758 10.881 12.612
C 10.366 11.859 13.396
C 8.841 9.911 13.174
C 8.299 8.906 12.400
C 8.369 8.993 10.956
C 7.690 8.163 10.090
C 7.992 8.213 8.712
C 8.928 9.114 8.219
N 9.384 10.088 9.042
C 9.141 10.033 10.387
H 11.408 13.779 13.283
H 11.374 13.924 10.859
H 10.386 11.814 14.529
H 8.704 9.926 14.255
H 7.887 7.942 12.792
H 6.947 7.453 10.498
H 7.486 7.589 7.963
H 9.218 9.187 7.184
C 10.236 21.511 6.832
C 9.629 20.141 6.910
C 9.497 19.478 8.109
C 8.646 18.408 8.299
C 8.064 17.820 7.182
C 8.295 18.319 5.915
C 9.115 19.465 5.789
S 6.798 16.610 7.369
O 5.919 16.759 6.242
O 6.296 16.633 8.733
N 7.415 15.086 7.135
C 7.742 14.503 5.888
C 7.738 12.989 6.025
C 8.762 12.481 6.978
O 8.654 12.792 8.256
O 9.834 11.833 6.638
H 10.141 22.020 7.802
H 9.674 22.090 6.109
H 11.297 21.455 6.586
H 10.012 19.897 8.998
H 8.345 18.031 9.279
H 7.722 17.982 5.031
H 9.305 19.871 4.791
H 7.849 14.748 7.995
H 8.681 14.893 5.463
H 6.998 14.915 5.145
H 7.945 12.596 5.028
H 6.771 12.638 6.314
F 15.826 15.041 6.527
C 15.047 14.098 7.105
C 13.730 14.351 7.442
F 13.264 15.615 7.312
C 12.977 13.304 7.915
F 11.669 13.578 8.342
C 13.437 12.022 8.055
S 12.359 10.632 8.415
C 14.831 11.779 7.802
F 15.336 10.559 7.961
C 15.581 12.800 7.259
F 16.831 12.536 6.846
*
```

Kohn-Sham gap (eV): 4.19
E_HOMO (eV): -12.9915

Computed, not measured: a molecular structure, C28H20N4O5Ta, with wB97M-V/def2-TZVPD.

```
! RIJCOSX wB97M-V def2-TZVPD def2/J DEFGRID3
* xyz 1 1
Ta 0.787 0.349 -0.476
O 2.494 0.314 0.324
C 2.824 -0.495 1.389
C 3.976 -1.241 1.471
C 4.298 -1.927 2.615
C 3.404 -1.844 3.722
C 2.295 -1.067 3.679
C 1.962 -0.350 2.474
C 0.819 0.479 2.469
N 0.411 1.108 1.397
N -0.291 2.264 1.329
C -0.004 2.843 0.179
O 1.009 2.429 -0.556
C -0.624 4.116 -0.230
C -1.519 4.636 0.700
C -2.022 5.885 0.558
C -1.877 6.558 -0.644
C -1.081 5.995 -1.642
C -0.440 4.751 -1.439
H 4.697 -1.176 0.656
H 5.300 -2.452 2.745
H 3.691 -2.287 4.716
H 1.700 -0.974 4.596
H 0.295 0.626 3.413
H -1.683 3.930 1.544
H -2.512 6.415 1.396
H -2.373 7.545 -0.788
H -1.012 6.482 -2.577
H 0.102 4.234 -2.268
O -0.913 -4.263 1.336
C 0.086 -4.703 0.582
C 0.257 -6.087 0.558
C 1.160 -6.618 -0.277
C 2.053 -5.780 -1.013
C 1.976 -4.393 -0.860
C 0.906 -3.821 -0.168
C 0.606 -2.414 -0.205
O 1.361 -1.644 -0.908
N -0.463 -1.956 0.486
N -0.749 -0.739 -0.115
C -1.957 -0.127 -0.138
C -2.403 0.506 -1.333
C -3.785 0.596 -1.675
C -4.255 1.097 -2.849
C -3.366 1.773 -3.663
C -1.961 1.801 -3.276
C -1.427 1.005 -2.306
O -0.162 0.633 -2.213
H -1.047 -3.327 1.097
H -0.324 -6.649 1.327
H 1.369 -7.689 -0.484
H 2.815 -6.161 -1.664
H 2.822 -3.733 -1.201
H -2.590 -0.040 0.774
H -4.485 0.094 -0.978
H -5.275 0.963 -3.117
H -3.653 2.191 -4.607
H -1.218 2.339 -3.862
*
```

ΔE to the lowest compared entry with this formula, charge and spin (kcal per mole): 63.9
Kohn-Sham gap (alpha / beta) (eV): 5.62 / 5.62
E_HOMO (alpha / beta) (eV): -10.7659 / -10.7666

Computed, not measured: a molecular structure, C28H21Br2N3O2S6Zr, with wB97M-V/def2-TZVPD.

```
! RIJCOSX wB97M-V def2-TZVPD def2/J DEFGRID3
* xyz -2 1
Zr 0.081 -1.509 -1.467
S -2.267 -8.542 -0.116
C -1.689 -7.068 -0.339
S -1.303 -6.445 -1.936
C -0.568 -4.928 -1.361
C -0.748 -4.545 -0.041
S -0.316 -3.060 0.724
S -1.569 -5.808 0.852
S 0.288 -3.987 -2.541
C 0.414 1.600 0.989
C 0.847 1.807 2.162
C 1.358 2.174 3.419
C 1.045 3.613 3.742
C -0.285 4.108 3.387
C -0.618 5.466 3.364
C 0.372 6.350 3.871
C 1.658 5.961 4.125
C 1.998 4.571 4.207
C 2.292 1.244 4.062
C 2.584 0.029 3.450
C 3.699 -0.758 3.818
C 4.262 -0.530 5.090
C 3.768 0.594 5.854
C 2.807 1.454 5.367
H -0.946 3.247 3.312
H -1.578 5.856 3.075
H -0.024 7.348 4.033
H 2.455 6.673 4.410
H 2.925 4.149 4.606
H 2.141 -0.249 2.492
H 4.153 -1.454 3.145
H 4.966 -1.172 5.615
H 4.234 0.781 6.835
H 2.635 2.327 6.017
Br -0.839 2.831 -8.032
C 0.020 1.421 -7.147
C 0.926 0.630 -7.870
N 1.725 -0.267 -7.305
C 1.633 -0.416 -6.018
C 0.612 0.199 -5.168
C -0.233 1.069 -5.801
C 0.335 -0.495 -3.834
O 1.174 -1.386 -3.417
O -0.682 -0.299 -3.105
H 1.136 0.813 -8.895
H 2.374 -1.120 -5.591
H -1.066 1.529 -5.257
C -2.973 -3.009 -2.660
N -3.010 -2.110 -1.527
C -4.299 -1.852 -1.021
C -4.034 -0.718 0.053
N -2.549 -0.671 0.067
C -2.032 -1.436 -0.872
S -0.369 1.510 -0.412
H -3.761 -2.727 -3.397
H -2.896 -4.113 -2.524
H -2.091 -2.718 -3.199
H -4.800 -2.760 -0.623
H -4.849 -1.402 -1.897
H -4.364 -1.123 1.057
H -4.441 0.260 -0.066
H -1.971 -0.117 0.669
Br 2.255 -0.822 -0.427
*
```

ΔE to the lowest compared entry with this formula, charge and spin (kcal per mole): 79.5
Kohn-Sham gap (alpha / beta) (eV): 3.49 / 2.01
E_HOMO (alpha / beta) (eV): -0.1153 / 0.8824

Computed, not measured: a molecular structure, C28H21Cl2N6Pt, with wB97M-V/def2-TZVPD.

```
! RIJCOSX wB97M-V def2-TZVPD def2/J DEFGRID3
* xyz -1 3
Pt 0.396 0.376 -0.582
C -3.709 -2.080 2.677
C -2.931 -2.343 1.527
N -1.696 -1.953 1.376
C -1.105 -1.250 2.377
C -1.778 -0.988 3.604
C -3.124 -1.416 3.714
C -1.109 -0.338 4.661
C 0.205 0.018 4.493
C 0.875 -0.206 3.286
C 0.246 -0.773 2.180
N 0.874 -0.916 0.965
C 2.230 -1.246 0.953
C 2.840 -2.116 1.867
C 4.184 -2.442 1.724
C 4.939 -1.928 0.683
C 4.359 -1.059 -0.260
C 5.062 -0.486 -1.357
C 4.378 0.405 -2.199
C 3.054 0.693 -1.992
N 2.335 0.125 -0.977
C 2.991 -0.724 -0.101
H -4.736 -2.420 2.724
H -3.363 -2.913 0.707
H -3.666 -1.211 4.632
H -1.635 -0.147 5.590
H 0.740 0.500 5.304
H 1.906 0.107 3.179
H 2.255 -2.539 2.674
H 4.643 -3.120 2.435
H 5.985 -2.194 0.576
H 6.108 -0.721 -1.510
H 4.885 0.888 -3.026
H 2.521 1.392 -2.620
Cl 0.140 -1.146 -3.393
C 0.168 0.429 -4.123
C 0.204 0.462 -5.503
C 0.175 1.668 -6.189
C 0.082 2.860 -5.469
C 0.025 2.824 -4.098
Cl -0.094 4.336 -3.252
C 0.091 1.613 -3.307
N 0.054 1.712 -1.990
H 0.257 -0.476 -6.041
H 0.217 1.680 -7.270
H 0.049 3.816 -5.975
C -4.352 1.763 1.808
N -3.452 1.242 0.802
C -3.798 0.619 -0.374
C -2.633 0.249 -0.968
N -1.589 0.625 -0.161
C -2.108 1.223 0.886
H -5.373 1.673 1.446
H -4.141 2.813 2.004
H -4.251 1.191 2.730
H -4.827 0.495 -0.665
H -2.457 -0.265 -1.896
H -1.548 1.621 1.717
*
```

ΔE to the lowest compared entry with this formula, charge and spin (kcal per mole): 5.7
Kohn-Sham gap (alpha / beta) (eV): 3.72 / 5.33
E_HOMO (alpha / beta) (eV): -1.4141 / -3.2147

What is the formula in the fifth record? C28H20N4O5Ta

What is the formula in the seventh record? C28H21Cl2N6Pt